[1]
ORCA calculation (ωB97M-V with the def2-TZVPD basis set) on a cluster of 2 separate species, CH3IN2S in total at a distorted geometry.

```
! RIJCOSX wB97M-V def2-TZVPD def2/J DEFGRID3
* xyz 0 1
C -1.2086 -0.2950 0.4573
N -0.3468 0.7123 0.8491
H -0.7760 -1.1290 -0.1060
N 0.6948 1.1325 0.7063
S 1.6782 -0.4366 -1.4290
H -1.6718 -0.7843 1.3230
H -2.1138 0.0492 -0.0884
I 3.7440 0.7508 -1.7124
*
```

As for the relative energy (zero: lowest compared OMol25 entry of this formula, charge and spin): 0.642 eV. The molar mass is 202.02 g mol⁻¹. For the gap between HOMO and LUMO (spin up / spin down), the calculation gives 7.83 / 5.95 eV. As for the total energy: -845.18950 a.u. Its HOMO energy (spin up / spin down) is -0.30029 / -0.28139 Ha.

These are the Löwdin partial charges, in e, on atoms 1 to 5: C -0.115; N -0.130; H 0.061; N 0.167; S -0.350

[2]
ORCA calculation (ωB97M-V with the def2-TZVPD basis set) on a cluster of 2 separate species, C2H3BrOS in total at a distorted geometry.

```
! RIJCOSX wB97M-V def2-TZVPD def2/J DEFGRID3
* xyz 0 1
H -0.2479 -0.6427 0.0671
H 0.7251 0.7731 0.3731
S -1.4442 1.5682 0.4271
H -0.0679 0.6296 -1.0729
Br -1.0640 2.4929 -3.9895
C -0.1080 0.3658 -0.0691
O 0.8446 3.4569 -2.2645
C -0.2907 3.1816 -2.4120
*
```

As for the relative energy (zero: lowest compared OMol25 entry of this formula, charge and spin): 3.157 eV. The molar mass is 155.02 g mol⁻¹. For the gap between HOMO and LUMO (spin up / spin down), the calculation gives 7.89 / 6.74 eV. As for the total energy: -3125.32019 a.u. Its HOMO energy (spin up / spin down) is -0.34508 / -0.32126 Ha.

These are the Löwdin partial charges, in e, on atoms 1 to 5: H 0.006; H -0.004; S 0.535; H -0.046; Br 0.657

[3]
ORCA calculation (ωB97M-V with the def2-TZVPD basis set) on a structure of composition C38H39ClN8PtSe2Si.

```
! RIJCOSX wB97M-V def2-TZVPD def2/J DEFGRID3
* xyz 2 1
C 2.6421 -2.1626 -0.8282
H -1.0184 -4.9836 -0.2712
Se -3.8996 -5.8026 3.4456
H 2.5197 0.9557 4.3012
H -1.3899 -2.3752 -1.8416
H -3.6313 2.4501 2.3825
C -3.7505 3.3860 -1.5645
H -0.3091 -1.3416 2.9990
C 3.2571 1.9143 -1.8285
H 1.3452 -0.4091 -3.3786
H -0.6566 1.4170 -2.6002
C 3.0278 0.1816 1.0191
C 2.3623 0.4239 2.2227
N -0.0342 1.7317 -0.6554
C -0.9660 -2.2662 4.8543
Se -2.8591 -0.3539 -0.3048
C -0.9282 -2.1236 3.4304
Si 2.1171 -0.3735 -0.5219
C 3.0548 0.7643 3.3791
C 2.8311 2.5336 -4.1166
H 1.2782 0.3456 2.2504
H 2.7693 -2.5540 1.2897
H 2.9528 3.2253 -4.9399
C -2.4568 -4.0858 4.5385
N -0.3322 -2.3300 -0.0158
N -3.2383 -5.0824 4.9031
H 3.1866 -4.5264 -3.2151
Pt -0.1923 -0.2757 -0.2934
H -2.9632 -4.2145 0.6258
C -1.5275 -4.3291 -0.9779
H -0.9516 -2.5109 0.7876
H 1.6594 1.1380 -5.2529
C 5.1212 0.6115 2.1646
N -3.1130 2.4314 0.3563
N -3.0486 -4.6771 2.3547
H -1.9813 2.9989 2.0073
H 3.2307 -4.9581 1.0414
H -2.3847 1.2686 1.9103
C 4.4231 0.2724 1.0155
C 3.0601 -4.1018 -2.2273
C 1.9503 0.4812 -3.2312
Cl -0.6485 3.9591 -3.8442
C -0.2458 3.4943 -2.2377
C -3.4207 3.6554 -0.2429
C -2.3504 -3.8590 3.1198
H 0.6761 2.2158 1.2170
C 2.8155 -2.9888 0.2938
H -3.1826 5.1570 1.2992
H -1.6530 -4.8605 -1.9187
H -0.3759 -1.5894 5.4558
C 2.7818 -2.7464 -2.0897
H -1.7816 -3.3891 6.4898
H 3.7175 2.1483 -0.8754
C 3.0828 -4.3455 0.1610
C 0.5074 3.9640 -0.0368
H 0.1190 -3.2742 -1.8240
C -3.4241 4.9465 0.2664
N -3.6273 2.0068 -1.7086
H 2.7030 -2.1369 -2.9815
C 3.4034 2.8093 -2.8835
C -4.0959 4.3945 -2.4523
C -3.2401 1.4510 -0.5483
C 3.1986 -4.9056 -1.1051
N -2.9108 -4.0648 -0.4226
H -3.7895 6.9778 -0.2673
C 2.1054 1.3616 -4.2918
C -2.7572 2.2778 1.7559
H -4.3594 6.5028 -2.6046
C -3.7666 5.9546 -0.6158
N -1.5801 -2.8667 2.5824
C 2.5302 0.7332 -1.9812
C -0.7709 -3.0412 -1.2371
H 3.9781 3.7162 -2.7443
H 3.4273 -5.9576 -1.2154
C -4.0951 5.6827 -1.9515
C -1.7210 -3.2370 5.4209
C 0.1841 4.4209 -1.3022
H 4.9844 1.1242 4.2443
H 0.2714 5.4657 -1.5680
C 0.3951 2.6174 0.2546
H 0.8679 4.6442 0.7220
H -4.3503 4.1878 -3.4825
H -3.2348 -3.1169 -0.6409
H -3.7827 1.4676 -2.5447
H 0.5765 -2.7161 0.2446
C 4.4377 0.8604 3.3486
H 6.2008 0.6790 2.1390
C -0.3462 2.1628 -1.8844
H -3.5882 -4.7095 -0.8305
H 4.9779 0.0732 0.1041
*
```

As for the relative energy (zero: lowest compared OMol25 entry of this formula, charge and spin): 0.000 eV. The molar mass is 1024.32 g mol⁻¹. For the gap between HOMO and LUMO, the calculation gives 6.48 eV. As for the total energy: -7581.00551 a.u. Its HOMO energy is -0.46177 Ha.

These are the Löwdin partial charges, in e, on atoms 1 to 5: C -0.289; H 0.138; Se 1.223; H 0.103; H 0.077

[4]
ORCA calculation (ωB97M-V with the def2-TZVPD basis set) on a cluster of 2 separate species, CH3Cl3Si in total at a distorted geometry.

```
! RIJCOSX wB97M-V def2-TZVPD def2/J DEFGRID3
* xyz 0 3
C -0.7559 -0.6947 -0.6391
Cl 0.4060 -1.9035 -0.0466
Si -1.5324 0.0200 1.0049
Cl 0.0410 0.5171 -1.6768
Cl 1.9755 1.5197 0.8445
H -1.4780 -1.3277 -1.1750
H -0.9629 1.5537 1.2153
H 2.3066 0.3154 0.4726
*
```

As for the relative energy (zero: lowest compared OMol25 entry of this formula, charge and spin): 1.989 eV. The molar mass is 149.48 g mol⁻¹. For the gap between HOMO and LUMO (spin up / spin down), the calculation gives 8.02 / 7.96 eV. As for the total energy: -1709.83013 a.u. Its HOMO energy (spin up / spin down) is -0.26913 / -0.38001 Ha. Its expectation value of S² is 2.0023.

These are the Löwdin partial charges, in e, on atoms 1 to 5: C -1.409; Cl 0.434; Si 0.616; Cl 0.465; Cl 0.240

[5]
ORCA calculation (ωB97M-V with the def2-TZVPD basis set) on an isolated molecule of C3H6N2 at a distorted geometry.

```
! RIJCOSX wB97M-V def2-TZVPD def2/J DEFGRID3
* xyz 0 1
H 0.7393 1.2437 1.0170
C 0.4515 0.8924 0.0417
N -0.6856 -1.1068 -0.0310
H 2.4160 -0.3521 -0.0582
C -1.0244 0.3142 -0.1226
H -1.4092 -1.8537 0.5565
H 0.6814 1.6948 -0.7006
C 1.3373 -0.3492 -0.0709
H -1.7220 0.5801 0.6426
N 0.6167 -1.4545 -0.1081
H -1.4010 0.3911 -1.1664
*
```

As for the relative energy (zero: lowest compared OMol25 entry of this formula, charge and spin): 2.450 eV. The molar mass is 70.09 g mol⁻¹. For the gap between HOMO and LUMO, the calculation gives 8.90 eV. As for the total energy: -227.33478 a.u. The structure (SMILES) is C1=NNCC1. Its HOMO energy is -0.28652 Ha.

These are the Löwdin partial charges, in e, on atoms 1 to 5: H 0.084; C -0.149; N -0.187; H 0.088; C -0.170

[6]
ORCA calculation (ωB97M-V with the def2-TZVPD basis set) on the ion C2H4NO with charge +1 at a distorted geometry.

```
! RIJCOSX wB97M-V def2-TZVPD def2/J DEFGRID3
* xyz 1 1
H 3.4403 0.5587 0.5567
N -0.9018 -0.1073 -0.0710
H -1.0460 0.8532 0.1193
H -1.2211 -0.5525 -0.8954
C 0.5135 -0.2505 0.1466
H -1.3691 -0.7602 0.5699
O 2.9511 0.0508 -0.1010
C 1.7291 -0.2026 0.0465
*
```

As for the relative energy (zero: lowest compared OMol25 entry of this formula, charge and spin): 1.638 eV. The molar mass is 58.06 g mol⁻¹. For the gap between HOMO and LUMO, the calculation gives 10.61 eV. As for the total energy: -208.21042 a.u. The structure (SMILES) is [NH3+]C#CO. Its HOMO energy is -0.54617 Ha.

These are the Löwdin partial charges, in e, on atoms 1 to 5: H 0.170; N 0.240; H 0.171; H 0.170; C 0.006

[7]
ORCA calculation (ωB97M-V with the def2-TZVPD basis set) on a cluster of 2 separate species, C3H5NO2 in total.

```
! RIJCOSX wB97M-V def2-TZVPD def2/J DEFGRID3
* xyz 0 1
H -1.0915 -1.8502 -0.1381
O -1.8065 0.0342 0.0619
N 0.7756 1.0240 -1.6290
H 0.1833 1.7651 -2.0125
H -1.7349 -1.3447 1.5365
H -0.0191 1.6027 0.2308
O 0.8178 -0.8986 1.1454
C 1.3512 -0.1063 0.4034
C 0.6150 0.9539 -0.3739
H 2.4431 -0.1200 0.2834
C -1.5338 -1.0601 0.4923
*
```

As for the relative energy (zero: lowest compared OMol25 entry of this formula, charge and spin): 2.836 eV. The molar mass is 87.08 g mol⁻¹. For the gap between HOMO and LUMO, the calculation gives 10.03 eV. As for the total energy: -322.47011 a.u. The structure (SMILES) is [H]/N=C/C=O.C=O. Its HOMO energy is -0.36674 Ha.

These are the Löwdin partial charges, in e, on atoms 1 to 5: H 0.093; O -0.038; N 0.120; H 0.063; H 0.090

[8]
ORCA calculation (ωB97M-V with the def2-TZVPD basis set) on an isolated molecule of C4H8N4 at a distorted geometry.

```
! RIJCOSX wB97M-V def2-TZVPD def2/J DEFGRID3
* xyz 0 1
C 2.7045 -0.7701 0.0648
H 3.1792 -0.4856 1.0076
H 3.3587 -0.5332 -0.8526
H 2.8050 -1.9077 0.1962
C 1.2889 -0.2181 -0.0860
N 0.8580 1.1943 0.1245
H -3.0927 0.3987 0.8641
H -0.7594 1.4760 -1.2794
N -1.9987 -1.0917 -0.1386
H 1.3671 1.7773 -0.4309
N -3.1703 -0.2104 -0.0123
H -1.2739 1.4587 0.6364
H -4.0170 -0.7422 0.4591
C -0.9259 -0.3799 -0.1912
C -0.5838 1.1177 -0.1771
N 0.2605 -1.0838 -0.1848
*
```

As for the relative energy (zero: lowest compared OMol25 entry of this formula, charge and spin): 2.749 eV. The molar mass is 112.14 g mol⁻¹. For the gap between HOMO and LUMO, the calculation gives 8.95 eV. As for the total energy: -376.14742 a.u. The structure (SMILES) is CC1=N/C(=N/N)CN1. Its HOMO energy is -0.30474 Ha.

These are the Löwdin partial charges, in e, on atoms 1 to 5: C -0.046; H 0.064; H 0.096; H 0.099; C -0.279

[9]
ORCA calculation (ωB97M-V with the def2-TZVPD basis set) on a cluster of 2 separate species, C20H20BF5N2O in total at a distorted geometry.

```
! RIJCOSX wB97M-V def2-TZVPD def2/J DEFGRID3
* xyz 0 1
C -0.9040 -1.4717 -0.3864
C 3.8245 1.9388 -2.7229
C -2.9458 0.0214 -0.8581
F -2.1329 2.1186 1.9380
H 0.9191 -2.8745 3.3501
C -4.5657 0.2694 -2.2924
C 4.3115 3.0187 -2.0015
H -6.5274 0.7813 -1.5811
C 3.3490 0.8245 -2.0481
H -0.3801 -2.4601 2.2404
C 4.3814 3.0300 -0.6199
C -3.7522 0.2364 0.2402
C -5.4997 0.5448 -1.3057
C -5.1156 0.5149 0.0419
O 1.0592 -2.7467 -0.0267
C 3.3888 0.8307 -0.6500
H -1.9049 -3.1545 -1.3923
C 0.6942 -2.3357 2.4141
F -1.8148 -0.0267 2.7396
C 1.5712 -2.9936 1.3215
H -5.7859 0.6866 0.8804
C 0.6266 0.8257 -0.3179
H -1.4057 -3.4124 0.3402
F -1.2558 2.0636 -0.6922
H -2.7782 -2.3956 -0.0158
H -4.9308 0.2735 -3.3279
H 0.9964 -1.2932 2.5715
H 4.6536 3.8937 -2.5608
C 2.8011 -0.4139 0.0466
H 1.1215 1.7966 -0.2825
C -1.7939 -2.7000 -0.4023
H 3.9202 1.8904 1.1453
H 2.9475 -0.0480 -2.5669
H 3.2383 -1.2890 -0.4498
F -0.0178 1.3989 2.4947
H 4.7896 3.8947 -0.1020
B -1.3868 1.3303 2.8419
H -3.3353 0.1936 1.2464
N -0.6862 0.8601 -0.5290
C 3.8962 1.9037 0.0524
H 3.0003 -0.3943 1.1281
C 0.4903 -1.5328 -0.1810
H 2.6093 -2.6376 1.3511
C 1.2785 -0.3622 -0.1566
C -1.4631 -0.2311 -0.5783
N -3.2630 -0.0037 -2.1587
F -1.5730 1.7898 4.1447
H 1.5828 -4.0783 1.4897
H 3.7676 1.9246 -3.8121
*
```

The molar mass is 410.20 g mol⁻¹. For the gap between HOMO and LUMO, the calculation gives 9.26 eV. As for the total energy: -1483.18788 a.u. Its HOMO energy is -0.36030 Ha.

These are the Löwdin partial charges, in e, on atoms 1 to 5: C -0.085; C -0.077; C -0.248; F 0.087; H 0.091

[10]
ORCA calculation (ωB97M-V with the def2-TZVPD basis set) on an isolated molecule of C3H3NO4 at a distorted geometry.

```
! RIJCOSX wB97M-V def2-TZVPD def2/J DEFGRID3
* xyz 0 1
N -0.7202 1.0520 0.0362
O 1.5504 1.6451 -0.0868
C 0.5871 -0.7084 -0.0976
H 2.4871 1.3356 -0.1062
O 1.5431 -1.6347 -0.1338
O -2.7396 -0.0721 -0.0880
H 1.8152 -1.9837 0.7242
C -1.4313 -0.0274 -0.0466
O -0.7359 -1.1384 -0.0770
C 0.5954 0.6448 -0.0701
H -2.9513 0.8874 -0.0543
*
```

As for the relative energy (zero: lowest compared OMol25 entry of this formula, charge and spin): 1.739 eV. The molar mass is 117.06 g mol⁻¹. For the gap between HOMO and LUMO, the calculation gives 8.71 eV. As for the total energy: -471.80928 a.u. The structure (SMILES) is Oc1nc(O)c(O)o1. Its HOMO energy is -0.30567 Ha.

These are the Löwdin partial charges, in e, on atoms 1 to 5: N 0.195; O 0.069; C -0.314; H 0.130; O 0.103

[11]
ORCA calculation (ωB97M-V with the def2-TZVPD basis set) on an isolated molecule of C4H9NO.

```
! RIJCOSX wB97M-V def2-TZVPD def2/J DEFGRID3
* xyz 0 1
C 0.5518 -0.0974 -0.5591
H -2.7121 0.3596 0.3725
H -0.7447 1.6356 -0.6998
N 1.0524 -0.9904 0.4816
H 2.7444 -0.2485 -0.7137
H 2.1713 0.8466 0.6448
C 1.9315 0.0530 -0.0560
H 0.4392 -0.5032 -1.5647
H 1.2871 -1.9103 0.1245
H -0.0352 0.4423 1.7215
H -1.6666 -1.0784 0.3770
H -2.1562 -0.3416 -1.1654
C -1.8723 -0.1275 -0.1284
O -0.3726 1.2145 1.2364
C -0.6181 0.7457 -0.0712
*
```

As for the relative energy (zero: lowest compared OMol25 entry of this formula, charge and spin): 1.855 eV. The molar mass is 87.12 g mol⁻¹. For the gap between HOMO and LUMO, the calculation gives 10.76 eV. As for the total energy: -287.76429 a.u. The structure (SMILES) is C[C@@H](O)[C@H]1CN1. Its HOMO energy is -0.35782 Ha.

These are the Löwdin partial charges, in e, on atoms 1 to 5: C -0.290; H 0.079; H 0.144; N 0.014; H 0.103

[12]
ORCA calculation (ωB97M-V with the def2-TZVPD basis set) on a structure of composition C14H15MnNO2 at a distorted geometry.

```
! RIJCOSX wB97M-V def2-TZVPD def2/J DEFGRID3
* xyz -2 6
C 3.0987 -2.0426 -0.0414
H 4.8885 -3.2050 2.6276
C 4.1178 -2.6956 0.6665
H 0.5213 3.4644 -0.1252
H -4.2552 1.4974 0.2710
H 1.2411 -0.8954 2.5770
C -3.2995 1.1431 -1.7457
Mn -1.4263 0.8758 -0.5925
H -2.2460 -0.1023 -3.3112
C -3.2117 -0.4693 -0.0953
H -2.2953 3.2186 0.6249
O 1.0345 -0.7295 -1.4222
C 2.0478 -1.3847 0.6250
H -0.8768 3.9964 -1.0660
H -3.5521 2.0654 -2.2982
H 4.9227 -3.1975 0.1325
C 0.9440 -0.6646 -0.1787
O 0.0453 -0.0946 0.5327
H 3.1265 -2.0466 -1.1344
H 0.2636 2.2732 -2.3396
C 4.0977 -2.6990 2.0729
C 3.0594 -2.0500 2.7543
H 3.0407 -2.0505 3.8448
H -0.9004 2.5333 1.5253
C -2.5690 -0.9928 -1.2561
C -2.6193 0.0056 -2.2786
C -0.4374 3.0996 -0.5681
C -3.6772 0.8406 -0.4014
H -3.3778 -1.0104 0.8534
H -2.1368 -2.0026 -1.3617
C 2.0400 -1.3961 2.0386
C -1.3676 2.6396 0.5415
N -0.2411 2.0761 -1.4719
*
```

The molar mass is 284.22 g mol⁻¹. For the gap between HOMO and LUMO (spin up / spin down), the calculation gives 1.66 / 6.14 eV. As for the total energy: -1898.57271 a.u. Its HOMO energy (spin up / spin down) is 0.13565 / -0.03194 Ha. Its expectation value of S² is 8.9111.

These are the Löwdin partial charges, in e, on atoms 1 to 5: C -0.101; H 0.038; C -0.187; H 0.080; H 0.098

Q: total energy of number 8 (C4H8N4)?
A: -376.14742 a.u.